Record 1
C27H30FN4O5STl as an isolated structure, computed with ωB97M-V with the def2-TZVPD basis set.

Last column: Löwdin charge in e.
Geometry (Å):
Tl (0.63621, 0.78010, 1.49871)  1.1579
F (-5.79571, 2.50454, 3.20986)  0.0817
C (-4.95408, 3.22510, 2.44639)  -0.1769
C (-3.77678, 2.65331, 2.07274)  0.1026
C (-2.84816, 3.38113, 1.31797)  -0.0437
C (-1.57098, 2.78907, 0.96429)  -0.2583
O (-1.38708, 1.57310, 1.32018)  -0.0945
C (-0.66820, 3.59204, 0.24046)  -0.0079
C (-1.07516, 4.86456, -0.10548)  0.0708
N (-2.25529, 5.40718, 0.18923)  0.0326
C (-2.54647, 6.76372, -0.24813)  -0.2477
C (-2.15396, 7.17157, -1.63244)  -0.0633
C (-3.60185, 6.97321, -1.29558)  -0.0844
C (-3.17196, 4.69026, 0.94524)  -0.1002
C (-4.39355, 5.25639, 1.32834)  0.0710
C (-5.30490, 4.54631, 2.09169)  -0.1220
N (-6.51909, 5.14734, 2.46595)  -0.0875
C (-6.50951, 6.50513, 2.98968)  -0.1198
C (-7.63717, 7.29782, 2.32152)  -0.0620
N (-8.73859, 6.32482, 1.96783)  0.0621
C (-8.87890, 5.27678, 3.03446)  -0.0702
C (-7.64241, 4.37137, 2.98809)  -0.1229
C (0.72121, 3.25577, -0.27919)  -0.5536
O (1.28810, 4.07923, -0.95191)  0.1179
O (1.25381, 2.09036, -0.00762)  -0.1085
H (-3.55086, 1.64367, 2.38432)  0.1447
H (-0.39079, 5.47502, -0.67820)  0.1549
H (-2.44691, 7.49092, 0.54800)  0.1605
H (-1.69437, 6.42978, -2.27023)  0.1185
H (-1.77784, 8.17599, -1.75533)  0.1197
H (-4.07870, 6.08956, -1.69779)  0.1179
H (-4.23348, 7.84527, -1.19849)  0.1083
H (-4.63306, 6.25487, 0.99595)  0.1118
H (-5.56082, 6.99369, 2.78971)  0.1290
H (-6.63677, 6.50113, 4.07801)  0.1414
H (-7.33377, 7.77467, 1.39179)  0.1366
H (-8.07150, 8.04561, 2.98242)  0.1416
H (-8.49487, 5.86449, 1.08899)  0.1856
H (-9.61840, 6.81938, 1.81877)  0.1894
H (-9.79758, 4.72321, 2.85702)  0.1439
H (-8.97802, 5.82173, 3.97138)  0.1403
H (-7.83000, 3.52547, 2.32906)  0.1387
H (-7.47793, 3.98210, 3.99555)  0.1376
O (3.00045, 0.48434, 5.24361)  -0.4449
S (2.67524, 0.42144, 3.84343)  0.7766
N (1.29999, 0.92878, 3.48997)  -0.4460
C (2.14885, -3.13656, 6.57610)  -0.0181
C (1.78346, -2.97831, 5.13464)  -0.2286
C (0.58077, -2.38133, 4.76649)  0.0032
C (0.25950, -2.14406, 3.44273)  -0.2198
C (-1.07379, -1.51863, 3.13290)  -0.0377
C (1.17562, -2.56414, 2.45179)  -0.1435
C (0.99030, -2.29451, 1.05920)  -0.1176
O (0.55893, -1.22842, 0.56674)  -0.0543
C (2.36376, -3.26582, 2.79879)  -0.1919
C (3.32287, -3.77933, 1.75873)  -0.0228
C (2.65483, -3.42357, 4.13793)  0.0149
H (1.29804, -2.95346, 7.22838)  0.0865
H (2.93262, -2.42068, 6.83345)  0.0984
H (2.53603, -4.13623, 6.77292)  0.0952
H (-0.11764, -2.08503, 5.53969)  0.1353
H (-1.82981, -1.93506, 3.79865)  0.1009
H (-1.41107, -1.68783, 2.11132)  0.0879
H (-1.06326, -0.44465, 3.34240)  0.0593
H (1.27564, -3.04544, 0.31740)  0.1561
H (3.68068, -2.99380, 1.09248)  0.0940
H (2.86611, -4.55875, 1.14496)  0.0995
H (4.19513, -4.21462, 2.24034)  0.0897
H (3.58054, -3.90806, 4.42355)  0.1340

frontier orbital gap = 8.27 eV
HOMO energy = -13.6 eV
net charge = +2
ΔE to the lowest compared entry with this formula, charge and spin = 6.7 kJ/mol
calculated total energy = -62913.98827 eV

=====

Record 2
The molecule C27H30N2OS, computed with ωB97M-V with the def2-TZVPD basis set.

Last column: natural (NBO) charge in e.
Geometry (Å):
O (-0.98233, -2.80876, 1.54195)  -0.6364
C (-1.42637, -1.72159, 1.21719)  0.6931
C (-2.90628, -1.41585, 1.32143)  -0.5286
C (-3.57693, -1.19175, -0.04857)  -0.2138
N (-3.43026, 0.12548, -0.62626)  -0.4450
C (-4.23796, 1.14816, 0.01460)  -0.2419
C (-5.70408, 0.87681, -0.20355)  -0.0489
C (-6.60988, 0.93010, 0.84575)  -0.1601
C (-7.95566, 0.68979, 0.62547)  -0.2259
C (-8.40702, 0.38716, -0.64684)  -0.2163
C (-7.50751, 0.32719, -1.69903)  -0.2055
C (-6.16527, 0.57301, -1.47896)  -0.2019
C (-2.05928, 0.49663, -0.88314)  -0.2189
C (-1.13862, 0.56505, 0.35035)  -0.2511
N (-0.62743, -0.73087, 0.74601)  -0.4597
C (0.79301, -1.00953, 0.61762)  -0.0543
C (1.65067, -0.12949, 1.53169)  -0.5302
S (2.03004, 1.54610, 0.89376)  0.2097
C (3.77922, 1.55115, 0.59995)  -0.1647
C (4.22957, 2.40901, -0.39760)  -0.2372
C (5.57854, 2.49696, -0.67716)  -0.2029
C (6.48701, 1.72579, 0.02954)  -0.2185
C (6.03760, 0.88870, 1.03500)  -0.2086
C (4.68950, 0.80901, 1.33510)  -0.1875
C (1.24793, -0.98511, -0.84899)  -0.4663
C (2.71778, -1.26634, -1.01019)  0.0699
C (3.31949, -2.35322, -0.38577)  -0.2480
C (4.67594, -2.58409, -0.52580)  -0.2088
C (5.45076, -1.74110, -1.30415)  -0.2213
C (4.85763, -0.67180, -1.95006)  -0.1906
C (3.50276, -0.43614, -1.79949)  -0.2389
H (-3.06675, -0.55025, 1.96660)  0.2146
H (-3.36536, -2.28246, 1.79894)  0.2455
H (-4.64872, -1.38064, 0.05085)  0.2180
H (-3.17339, -1.91708, -0.76227)  0.2024
H (-4.04705, 1.25151, 1.09578)  0.1678
H (-3.98528, 2.10498, -0.45485)  0.2118
H (-6.26298, 1.16232, 1.84331)  0.1989
H (-8.65143, 0.73556, 1.45056)  0.2119
H (-9.45622, 0.19689, -0.81840)  0.2128
H (-7.85568, 0.08975, -2.69368)  0.2125
H (-5.45535, 0.52204, -2.29036)  0.2223
H (-2.06484, 1.47383, -1.37320)  0.2011
H (-1.64773, -0.23425, -1.58654)  0.2021
H (-0.28515, 1.20254, 0.12380)  0.2298
H (-1.67451, 1.02864, 1.18516)  0.1998
H (0.89339, -2.03307, 1.00159)  0.2605
H (2.60532, -0.62297, 1.68803)  0.2417
H (1.14954, 0.00289, 2.49098)  0.2340
H (3.51197, 3.00032, -0.94619)  0.2191
H (5.92071, 3.16334, -1.45514)  0.2148
H (7.54094, 1.78316, -0.19678)  0.2131
H (6.73997, 0.29700, 1.60314)  0.2148
H (4.36930, 0.17316, 2.14693)  0.2070
H (0.67154, -1.74247, -1.38882)  0.2266
H (1.02274, -0.01183, -1.28896)  0.2141
H (2.72439, -3.02828, 0.21203)  0.2122
H (5.12928, -3.42833, -0.02690)  0.2122
H (6.51016, -1.92079, -1.41063)  0.2124
H (5.45106, -0.01322, -2.56660)  0.2139
H (3.04915, 0.40630, -2.30203)  0.2115

frontier orbital gap = 8.84 eV
HOMO energy = -8.2 eV
SMILES = O=C1CCN(Cc2ccccc2)CCN1[C@H](CSc1ccccc1)Cc1ccccc1
ΔE to the lowest compared entry with this formula, charge and spin = 0.0 kJ/mol
calculated total energy = -44349.56996 eV

=====

Record 3
C27H31ClN3OP2Sr as an isolated structure, computed with ωB97M-V with the def2-TZVPD basis set.

Last column: Löwdin charge in e.
Geometry (Å):
Sr (-0.16121, 0.49421, -0.22741)  1.3107
Cl (2.21916, 4.01615, 5.67988)  0.6649
C (1.37397, 2.99922, 4.55306)  -0.6799
C (-0.02570, 3.03319, 4.50041)  -0.0872
C (-0.70343, 2.25090, 3.60102)  -0.0117
C (-0.03041, 1.41184, 2.67903)  -0.3875
O (-0.70168, 0.71109, 1.80777)  -0.3850
C (1.39324, 1.36720, 2.76857)  -0.1380
C (2.25195, 0.54185, 1.93270)  -0.0798
N (1.94524, 0.01598, 0.79749)  -0.0531
C (2.91248, -0.70671, 0.03012)  -0.1923
C (4.25744, -0.72620, 0.27839)  -0.0067
C (5.15640, -1.46379, -0.52152)  -0.0507
C (4.70492, -2.18310, -1.58388)  -0.0222
C (3.32770, -2.16319, -1.90483)  -0.1450
C (2.81149, -2.88324, -3.00769)  0.0103
C (1.48482, -2.82129, -3.29991)  -0.0315
C (0.66495, -2.01348, -2.49385)  -0.1310
N (1.08835, -1.33030, -1.45275)  -0.0219
C (2.42515, -1.41261, -1.12332)  -0.1497
C (2.06128, 2.15699, 3.72780)  -0.0722
H (-0.56662, 3.67434, 5.18668)  0.1125
H (-1.78660, 2.25437, 3.57437)  0.1109
H (3.24879, 0.38298, 2.35214)  0.1239
H (4.66300, -0.16658, 1.11098)  0.1084
H (6.21005, -1.45500, -0.27597)  0.1152
H (5.38325, -2.76325, -2.19745)  0.1219
H (3.48788, -3.47846, -3.61098)  0.1283
H (1.05816, -3.36029, -4.13503)  0.1146
H (-0.38896, -1.91663, -2.73226)  0.0697
H (3.14263, 2.10783, 3.79439)  0.1170
C (-3.11960, -2.97401, -0.42124)  -0.2783
P (-2.73518, -1.35279, -1.17753)  0.7963
C (-3.14815, -1.68567, -2.93849)  -0.2882
C (-4.21762, -0.38024, -0.67289)  -0.4313
C (-4.24200, 1.02269, -1.29796)  -0.4310
P (-2.86765, 2.09670, -0.69517)  0.7936
C (-3.21012, 3.62579, -1.64163)  -0.2791
C (-3.51858, 2.54568, 0.96181)  -0.2713
H (-2.37337, -3.71160, -0.71832)  0.0404
H (-4.10651, -3.32589, -0.72668)  0.0505
H (-3.09282, -2.89001, 0.66568)  0.0449
H (-4.22171, -1.84255, -3.05907)  0.0517
H (-2.63402, -2.58997, -3.26945)  0.0381
H (-2.83559, -0.86723, -3.58755)  0.0378
H (-4.21918, -0.31555, 0.41905)  0.0778
H (-5.10944, -0.94276, -0.95768)  0.0860
H (-5.18680, 1.52407, -1.07909)  0.0864
H (-4.16599, 0.95945, -2.38695)  0.0726
H (-4.24349, 3.94890, -1.50502)  0.0504
H (-3.03096, 3.45080, -2.70271)  0.0427
H (-2.54650, 4.42928, -1.31976)  0.0348
H (-4.57074, 2.82956, 0.90260)  0.0526
H (-2.95305, 3.38258, 1.37606)  0.0368
H (-3.39744, 1.70626, 1.64675)  0.0308
C (2.06205, 5.09973, 1.22366)  -0.0396
C (0.69232, 4.90027, 1.16930)  -0.0357
C (0.21932, 3.80084, 0.47487)  -0.1505
N (1.00943, 2.90909, -0.13650)  -0.0182
C (2.33050, 3.13182, -0.09053)  -0.1437
C (2.89657, 4.20425, 0.56934)  -0.0433
H (2.47500, 5.94021, 1.76678)  0.1190
H (0.00195, 5.57212, 1.66138)  0.1173
H (-0.84574, 3.61053, 0.41465)  0.0607
H (2.95995, 2.40360, -0.59240)  0.1122
H (3.97166, 4.32895, 0.57687)  0.1138

frontier orbital gap = 7.00 eV
HOMO energy = -10.1 eV
net charge = +1
ΔE to the lowest compared entry with this formula, charge and spin = 44.3 kJ/mol
calculated total energy = -66954.50017 eV